Computed, not measured: 2 unconnected molecules or ions with the total composition C13H17BrN2O6 at a distorted geometry, with the ωB97M-V functional and the def2-TZVPD basis.

Computed properties:
E_HOMO	-9.79	eV
LUMO level	-0.42	eV
net charge	0
SMILES	CCCOC(=O)O[C@@H](N)CC(=O)Br.O=[N+]([O-])c1ccccc1
relative energy (zero: lowest compared OMol25 entry of this formula, charge and spin)	306.7	kJ/mol
energy	-3640.4130	hartree

Each line ends with the natural charge from an NBO analysis.
CARTESIAN COORDINATES (ANGSTROEM)
C 0.4590 2.0967 -6.3574  -0.608
C -1.0312 1.6900 -6.1161  -0.422
C -1.3721 1.7779 -4.5989  -0.071
O -1.5890 0.4417 -4.1164  -0.532
C -1.9317 0.4464 -2.7952  1.002
O -2.7758 1.1246 -2.3715  -0.558
O -1.1847 -0.4069 -2.0483  -0.529
C -0.0566 0.3480 -1.5551  0.266
N -0.3078 0.7058 -0.1633  -0.835
C 1.2859 -0.3616 -1.8144  -0.545
C 1.7959 -1.2690 -0.6868  0.538
O 1.9225 -2.3902 -0.8961  -0.487
Br 2.2977 -0.6061 1.0710  -0.024
H 0.8827 1.5907 -7.2308  0.215
H 1.0823 1.8751 -5.4807  0.196
H 0.5284 3.1794 -6.5269  0.205
H -1.1315 0.6644 -6.4801  0.226
H -1.6399 2.4139 -6.6630  0.209
H -2.2753 2.3916 -4.5231  0.198
H -0.5225 2.2705 -4.1093  0.168
H -0.0215 1.2910 -2.1335  0.143
H -1.2594 1.0761 -0.1551  0.379
H 0.2794 1.5063 0.0676  0.366
H 1.1713 -0.9731 -2.7136  0.262
H 2.0509 0.3940 -2.0427  0.240
O 1.8603 0.3840 3.9380  -0.382
N 1.2905 0.4246 5.0135  0.520
O 1.2416 1.4034 5.7347  -0.374
C 0.6178 -0.7988 5.4713  0.082
C 0.6841 -1.9401 4.6897  -0.207
C 0.0678 -3.0990 5.1344  -0.208
C -0.6087 -3.1056 6.3470  -0.177
C -0.6757 -1.9511 7.1162  -0.212
C -0.0594 -0.7895 6.6789  -0.210
H 1.2094 -1.9397 3.7444  0.254
H 0.1172 -3.9992 4.5360  0.225
H -1.0848 -4.0140 6.6945  0.219
H -1.2059 -1.9582 8.0593  0.222
H -0.1115 0.1060 7.2819  0.248



Computed, not measured: 2 unconnected molecules or ions with the total composition C13H17I2N2O9P at a distorted geometry, with the ωB97M-V functional and the def2-TZVPD basis.

Computed properties:
E_HOMO	-8.05	eV
LUMO level	-2.48	eV
net charge	0
energy	-2228.9580	hartree

Each line ends with the natural charge from an NBO analysis.
CARTESIAN COORDINATES (ANGSTROEM)
C -0.4985 1.2395 -4.9071  -0.667
C -0.1785 0.1585 -3.8468  -0.308
I -0.6542 -1.7853 -4.7361  0.114
C -1.0567 0.2769 -2.5242  -0.207
I -2.0040 2.1878 -2.1932  0.221
N -0.4170 -0.3484 -1.3503  -0.332
C -0.8802 -1.5843 -1.0601  0.099
C -0.4595 -2.3507 0.0227  -0.182
C 0.5304 -1.8139 0.8735  0.022
C 0.9838 -2.6762 2.0542  0.749
O 2.1271 -3.0684 2.0473  -0.552
O 0.1793 -2.9859 3.0829  -0.641
C 1.0582 -0.4922 0.5770  0.087
C 2.1076 0.0412 1.5840  -0.477
C 1.4710 1.3230 2.2505  -0.091
O 0.0767 1.0309 2.2565  -0.597
C -0.5650 1.1109 3.4742  0.650
O -1.4448 1.9172 3.5917  -0.528
C 0.5846 0.2254 -0.5600  -0.174
P 1.3257 1.8926 -0.9001  2.198
N 2.8193 2.0083 -0.4503  -1.336
O 0.4417 2.9636 -0.0656  -0.959
O 1.3003 2.3586 -2.4765  -0.967
H -0.0910 2.2242 -4.6211  0.244
H -1.5881 1.2994 -5.1068  0.234
H -0.0518 0.9224 -5.8734  0.238
H 0.8949 0.1514 -3.5850  0.211
H -1.9270 -0.3575 -2.7709  0.255
H -1.6454 -2.0181 -1.7207  0.250
H -0.8717 -3.3387 0.2645  0.291
H -0.7210 -2.5788 2.9590  0.544
H 3.0910 0.2561 1.1226  0.287
H 2.3075 -0.6495 2.4182  0.249
H 1.7549 2.2787 1.7858  0.230
H 1.8482 1.3455 3.2984  0.198
H -0.3557 0.4038 4.3057  0.165
H 3.3977 2.2834 -1.2403  0.387
H -0.2502 2.5285 0.4715  0.532
H 1.9479 1.8369 -2.9769  0.508
C -3.0566 -2.0404 2.8417  0.936
O -4.1848 -1.5461 3.0051  -0.765
O -2.0308 -1.0889 2.9540  -0.838
O -2.6815 -3.1974 2.5923  -0.789
H -2.6336 -0.3439 3.1322  0.510



Computed, not measured: a single C13H17N molecule at a distorted geometry, with the ωB97M-V functional and the def2-TZVPD basis.

Computed properties:
E_HOMO	-7.69	eV
LUMO level	0.49	eV
net charge	0
SMILES	C=C=C(Cc1ccccc1)CN(C)C
relative energy (zero: lowest compared OMol25 entry of this formula, charge and spin)	426.2	kJ/mol
energy	-560.1626	hartree

Each line ends with the natural charge from an NBO analysis.
CARTESIAN COORDINATES (ANGSTROEM)
C -1.4076 -2.1208 -0.8360  -0.547
C -0.2716 -1.5566 -0.7023  0.202
C 0.8311 -0.8496 -0.4377  -0.170
C 0.8159 0.6500 -0.4150  -0.441
C -0.5771 1.3604 -0.4933  0.020
C -1.2845 1.6368 0.6631  -0.227
C -2.5201 2.2144 0.5886  -0.206
C -3.1158 2.5875 -0.6339  -0.218
C -2.3570 2.3763 -1.7767  -0.207
C -1.1208 1.7978 -1.7223  -0.219
C 2.1060 -1.6347 -0.2449  -0.227
N 2.6165 -1.9213 1.1188  -0.437
C 2.9839 -0.7212 1.7442  -0.413
C 1.8008 -2.7008 2.0447  -0.405
H -2.3109 -1.6449 -0.3936  0.234
H -1.6275 -3.0350 -1.3132  0.226
H 1.2577 0.9701 -1.3516  0.211
H 1.2935 1.1522 0.3928  0.233
H -0.8331 1.3211 1.6283  0.212
H -3.0551 2.5077 1.4786  0.210
H -4.1273 2.9541 -0.7262  0.218
H -2.7698 2.7007 -2.7539  0.212
H -0.4897 1.6105 -2.5534  0.208
H 2.9266 -1.1376 -0.7583  0.213
H 2.0712 -2.5734 -0.8118  0.210
H 3.6348 -0.7981 2.6251  0.196
H 3.4763 0.0101 1.0879  0.194
H 2.1673 -0.1734 2.1375  0.153
H 2.3890 -3.1351 2.7930  0.198
H 1.3225 -3.5030 1.4447  0.204
H 1.0599 -2.0138 2.5728  0.162



The highest energy belongs to which entry? C13H17N



Which of these has the lowest energy? C13H17BrN2O6



Which value of E_HOMO does entry 2 give? -8.05 eV